# 1
18
Properties=species:S:1:pos:R:3:forces:R:3:lowdin_charge:R:1 method="wB97M-V/def2-TZVPD" charge=-1 total_energy_ev=-10360.08257
C -0.656 0.093 0.334 -1.3 2.0 -0.7 -0.264
N 0.042 0.262 1.618 0.5 -3.8 0.4 0.061
C 0.258 -0.945 2.132 -1.3 5.4 3.0 -0.408
O -0.112 -2.122 1.597 2.5 0.8 -1.5 -0.028
C -0.010 -0.662 -0.840 1.5 -0.4 0.7 -0.337
N 0.224 0.120 -2.039 -1.0 -0.7 -0.1 -0.063
H -1.690 -0.260 0.522 0.4 -0.3 0.1 0.115
H -0.795 1.069 -0.133 0.1 0.5 0.5 0.075
H 2.458 1.226 0.243 0.0 0.0 0.0 0.030
H 0.755 -1.558 1.102 -1.3 -3.3 -1.5 0.156
H 0.748 -0.964 3.122 -0.2 -0.2 -0.3 0.120
H 1.023 -0.956 -0.553 -0.2 -0.4 0.3 0.082
H -0.627 -1.575 -0.960 0.6 0.3 -0.6 0.102
H 0.709 1.046 -1.896 -0.8 -0.8 0.3 0.000
H -0.708 0.489 -2.243 0.4 0.2 -0.6 0.033
H 2.375 1.341 -0.488 0.0 0.0 0.0 0.032
H -0.213 3.483 -2.094 0.0 0.0 0.0 -0.165
O -0.254 2.533 -1.945 0.0 0.7 0.1 -0.542

=====

# 2
19
Properties=species:S:1:pos:R:3:forces:R:3:lowdin_charge:R:1 method="wB97M-V/def2-TZVPD" charge=+1 total_energy_ev=-21193.67538
N -0.570 0.640 -0.313 -1.1 -0.5 0.1 0.120
C 0.256 -0.454 0.271 1.8 -1.3 -0.8 -0.255
C 1.198 0.159 1.362 -1.0 -0.8 0.5 -0.457
S 0.294 1.413 2.367 1.2 0.4 0.2 0.758
C 1.041 -1.028 -0.968 -0.9 3.2 -1.1 -0.488
N 1.578 -2.228 -0.969 -0.4 0.3 0.9 0.228
O 1.037 -0.238 -1.918 0.5 -1.0 0.3 0.046
H -1.231 0.850 0.467 0.5 1.0 -1.0 0.101
H 0.054 1.406 -0.649 -0.6 -0.4 0.8 0.183
H -1.169 0.440 -1.155 0.9 -0.4 1.1 0.165
H -0.313 -1.328 0.639 -0.5 1.0 0.2 0.166
H 1.596 -0.646 1.998 -0.4 0.2 -0.1 0.089
H 2.072 0.638 0.983 0.4 0.4 -0.8 0.074
H 1.275 2.384 2.258 -0.9 -0.7 0.1 -0.083
H 2.024 -2.551 -1.799 0.4 -0.4 -0.2 0.138
H 1.496 -2.725 -0.113 0.4 -1.0 0.1 0.119
H -3.881 1.605 -0.379 0.2 0.3 0.5 0.071
H -3.599 0.642 -1.433 0.5 -0.2 0.2 0.077
O -3.159 1.023 -0.649 -1.1 -0.1 -0.8 -0.051

=====

# 3
18
Properties=species:S:1:pos:R:3:forces:R:3:lowdin_charge:R:1 method="wB97M-V/def2-TZVPD" charge=-1 total_energy_ev=-19149.18291
C 0.522 0.532 0.085 -0.4 1.3 -0.5 -0.268
C 0.032 -0.741 -0.616 1.6 0.5 -0.2 -0.800
S 1.551 -1.544 -1.254 0.0 -0.5 -0.3 0.202
N -2.163 1.817 1.568 1.3 -4.6 -1.3 0.048
C -1.928 0.676 2.188 -1.6 1.8 1.8 -0.483
N -2.925 -0.357 2.305 0.8 -0.2 -1.1 0.020
H 1.048 0.195 0.964 0.5 0.3 0.5 0.040
H 1.257 1.084 -0.616 -1.2 -0.9 1.3 0.056
H -0.576 -0.407 -1.428 -0.8 -0.2 -0.7 0.016
H -0.443 -1.516 -0.017 -0.5 0.4 0.4 0.008
H -0.286 1.271 0.395 1.2 -0.8 -0.5 0.017
H -1.164 0.496 2.978 0.1 0.4 -0.4 0.113
H -1.987 0.705 0.768 -0.4 3.1 0.8 0.176
H -3.069 -0.652 1.342 -1.0 -0.3 0.2 0.067
H -2.572 -1.165 2.790 0.3 -0.3 0.2 0.058
H 2.437 0.346 -2.086 -1.1 -0.8 0.0 -0.132
H 2.191 1.789 -2.847 -0.9 -0.4 -0.1 0.000
O 2.776 1.192 -2.403 2.1 1.1 0.0 -0.137

=====

# 4
17
Properties=species:S:1:pos:R:3:forces:R:3:lowdin_charge:R:1 method="wB97M-V/def2-TZVPD" charge=+1 total_energy_ev=-17096.54806
C -0.916 -1.852 0.007 0.6 -0.3 -3.8 -0.029
C 2.414 1.117 -0.433 -1.2 -1.7 0.0 -0.163
C -1.711 0.367 -0.303 -1.4 -0.7 0.7 -0.491
N -1.846 -0.809 0.244 0.5 3.0 -1.6 0.004
N 1.730 0.222 0.505 2.3 -2.1 -0.9 -0.062
S -2.555 1.813 -0.295 -1.0 0.7 1.0 0.982
H -1.031 -2.397 -0.989 -0.7 0.5 1.4 0.144
H 0.048 -1.422 -0.132 1.1 0.4 0.6 0.056
H -1.004 -2.454 0.818 0.3 -2.3 2.1 0.072
H 3.374 1.407 -0.199 1.9 1.6 1.5 0.053
H 2.667 0.506 -1.246 -0.2 -0.9 -1.8 0.061
H 1.761 1.859 -0.759 -0.7 1.6 -0.5 0.054
H -0.975 0.514 -1.022 1.6 -0.4 -1.3 0.067
H -2.426 -0.841 1.023 -1.5 -0.6 1.5 0.141
H 2.541 -0.436 0.743 -2.1 0.8 0.3 0.116
H 1.428 0.682 1.317 0.0 0.7 1.4 0.038
H -3.498 1.724 0.722 0.7 -0.4 -0.7 -0.044

=====

Ordered energy above the lowest of the compared OMol25 structures with the same formula, charge and spin results: 456.4; 100.3; 432.2; 237.9; unit kJ/mol.
Ordered E_HOMO results: -3.15; -13.37; -2.77; -13.03; unit eV.
Ordered gap between HOMO and LUMO results: 6.58; 10.38; 6.08; 8.32; unit eV.